Record 1
Density functional theory data (ωB97M-V with the def2-TZVPD basis set) for a 3-piece molecular cluster, C34H67F7N2O3P overall in a non-equilibrium geometry.

```
114
Properties=species:S:1:pos:R:3:mulliken_charge:R:1
C -0.5734 1.3580 -2.7449 -1.197
C -0.1574 -0.0768 -2.3616 0.167
C 1.2015 -0.1506 -1.6377 -0.788
C 1.2232 -1.2051 -0.5305 -0.647
C 2.5465 -1.1994 0.2701 -0.900
C 2.3351 -0.8586 1.7453 -0.656
C 3.5755 -1.1357 2.6312 -0.756
C 3.2704 -1.8666 3.9459 -1.571
P 2.9606 -0.9238 5.6109 1.549
C 2.9250 0.8128 4.7673 -0.837
C 4.1658 1.6967 4.5691 -1.788
C 2.7034 -0.0546 7.3365 -1.688
C 1.2562 0.0910 7.7573 -0.379
F 1.1285 -0.0255 9.1684 -0.387
C 2.7552 -2.7260 6.3503 -1.222
C 2.6135 -3.0364 7.8374 -0.120
O 1.2936 -2.8791 8.3116 -0.592
C 3.0125 -4.5059 8.0904 0.664
F 2.3790 -5.3786 7.2593 -0.286
F 4.3463 -4.7061 7.9525 -0.253
F 2.6981 -4.9059 9.3610 -0.315
C 4.9197 -0.8916 5.9722 0.430
F 5.3710 0.1409 6.7255 -0.294
F 5.3156 -2.0038 6.6800 -0.301
F 5.7156 -0.8976 4.8714 -0.295
H -1.6427 1.4824 -2.6013 0.266
H -0.3279 1.5498 -3.7856 0.367
H -0.0610 2.0721 -2.1104 0.375
H -0.1053 -0.7149 -3.2404 -0.185
H -0.9042 -0.4870 -1.6842 0.408
H 1.9940 -0.3668 -2.3555 0.291
H 1.4418 0.8233 -1.2084 0.345
H 0.3845 -1.0007 0.1304 0.483
H 1.1037 -2.1763 -1.0094 0.149
H 3.0472 -2.1592 0.1691 0.523
H 3.1727 -0.4150 -0.1531 0.320
H 2.1493 0.2181 1.7819 0.173
H 1.4490 -1.3392 2.1521 0.447
H 4.1568 -0.2263 2.7300 0.063
H 4.2056 -1.7981 2.0285 0.662
H 4.0403 -2.6261 4.0856 0.515
H 2.3515 -2.4389 3.8019 0.574
H 1.5065 -0.9249 5.3738 -0.034
H 2.3890 0.7617 3.8171 0.431
H 2.2243 1.4196 5.3491 0.593
H 3.8898 2.5723 3.9697 0.436
H 4.5145 2.1081 5.5137 0.347
H 4.9900 1.2275 4.0437 0.284
H 3.1017 0.9595 7.2900 0.705
H 3.2664 -0.4835 8.1630 0.784
H 0.8783 1.0856 7.5384 0.301
H 0.6202 -0.6848 7.3461 0.212
H 1.8272 -3.1025 5.9076 0.403
H 3.4946 -3.4223 5.9572 0.509
H 3.2945 -2.4988 8.4875 0.289
H 0.7338 -3.3609 7.7045 0.435
C -5.1838 5.2101 -0.4805 -1.835
C -3.6989 4.8756 -0.1792 2.052
C -3.1455 5.7864 0.9220 -1.379
C -2.8080 7.2061 0.4686 -0.436
C -1.9367 7.1829 -0.7854 -1.282
C -2.5583 6.3642 -1.9146 1.666
N -2.8761 4.9911 -1.4226 0.368
O -1.8128 4.2629 -1.3547 -0.512
C -3.8090 7.0810 -2.4510 -1.758
C -1.5903 6.2600 -3.0854 -1.931
C -3.6522 3.4356 0.3181 -2.037
H -5.3917 5.1741 -1.5486 0.326
H -5.8461 4.4819 -0.0152 0.486
H -5.4776 6.1929 -0.1100 0.334
H -2.2367 5.3323 1.3278 0.420
H -3.8681 5.8172 1.7400 0.352
H -3.7211 7.7830 0.2946 0.291
H -2.2756 7.7221 1.2698 0.394
H -1.7553 8.1993 -1.1417 0.405
H -0.9595 6.7613 -0.5315 0.373
H -4.2964 6.4837 -3.2225 0.373
H -3.5125 8.0292 -2.8998 0.425
H -4.5459 7.3149 -1.6875 0.342
H -0.6341 5.8341 -2.7894 0.372
H -1.4045 7.2566 -3.4856 0.423
H -2.0077 5.6428 -3.8822 0.446
H -3.9728 2.7403 -0.4591 0.461
H -4.3258 3.3370 1.1687 0.495
H -2.6565 3.1453 0.6453 0.369
C -0.3116 -5.8066 -7.0738 -1.830
C -0.3669 -4.8953 -5.8194 2.044
C -1.4722 -5.3503 -4.8604 -1.387
C -2.8886 -4.9678 -5.2878 -0.437
C -2.9682 -3.4826 -5.6337 -1.268
C -1.9343 -3.0688 -6.6784 1.702
N -0.5705 -3.4691 -6.2200 0.290
O -0.1283 -2.6568 -5.3202 -0.489
C -2.2854 -3.6957 -8.0385 -1.810
C -1.9666 -1.5599 -6.8814 -1.738
C 0.9733 -5.0271 -5.1060 -1.921
H -0.1378 -5.2281 -7.9795 0.316
H 0.5118 -6.5153 -7.0010 0.490
H -1.2237 -6.3883 -7.2120 0.333
H -1.2829 -4.9124 -3.8757 0.419
H -1.3985 -6.4329 -4.7377 0.343
H -3.2152 -5.5803 -6.1333 0.289
H -3.5813 -5.1874 -4.4733 0.396
H -3.9650 -3.2304 -6.0017 0.419
H -2.8133 -2.8962 -4.7228 0.315
H -1.5270 -3.4530 -8.7838 0.363
H -3.2358 -3.2892 -8.3842 0.429
H -2.4002 -4.7759 -8.0114 0.350
H -1.8075 -1.0177 -5.9516 0.263
H -2.9419 -1.2729 -7.2739 0.410
H -1.2040 -1.2465 -7.5957 0.449
H 1.7880 -4.6492 -5.7251 0.460
H 1.1572 -6.0810 -4.8991 0.496
H 0.9890 -4.4927 -4.1588 0.291
```

Molecular weight   715.88 g/mol
Max |F|   1.6 eV Å⁻¹
Total charge   -1
Multiplicity   3
HOMO (alpha / beta)   -4.2922 / -4.2922 eV
LUMO level (alpha / beta)   1.85 / 1.59 eV

Record 2
Density functional theory data (ωB97M-V with the def2-TZVPD basis set) for an isolated ion of composition C10H19N2O2 and charge +1 in a non-equilibrium geometry.

```
33
Properties=species:S:1:pos:R:3:mulliken_charge:R:1
C 1.2378 1.9315 1.8629 -1.499
C 0.8810 1.6313 0.4700 0.499
O 1.0540 2.3635 -0.4560 -0.495
C 0.3001 0.2330 0.2279 -0.121
N 1.2215 -0.6996 0.5539 0.441
C 1.1871 -2.1503 0.5196 -1.109
C 2.6028 -0.4127 0.2253 0.218
O 3.4245 -0.3662 1.1036 -0.490
C 2.6554 -0.2771 -1.3473 -0.683
N 1.4746 0.2057 -1.9585 -0.299
C -1.1443 0.0806 -0.0931 2.166
C -1.6977 1.4837 -0.4693 -1.960
C -1.8522 -0.2654 1.2255 -1.454
C -1.4213 -0.9419 -1.2316 -1.797
H 0.5751 1.3496 2.5936 0.312
H 1.1908 2.9746 1.9952 0.451
H 2.1042 1.4723 2.1256 0.429
H 0.4190 -2.6554 1.0781 0.377
H 1.1791 -2.5862 -0.4387 0.493
H 2.0608 -2.6283 0.9764 0.348
H 3.6823 0.2324 -1.5238 0.343
H 2.8395 -1.3301 -1.5669 0.395
H 1.2874 1.1191 -2.2561 0.240
H 0.9860 -0.4779 -2.6618 0.287
H -1.0056 1.9683 -1.1632 0.457
H -1.8124 2.1864 0.2989 0.441
H -2.5168 1.3278 -1.0864 0.522
H -1.4362 0.5524 1.8689 0.396
H -2.8868 -0.1352 1.0603 0.504
H -1.5017 -1.1827 1.6771 0.258
H -1.2189 -0.4107 -2.1774 0.389
H -2.4115 -1.2624 -1.2124 0.553
H -0.7889 -1.7344 -1.1145 0.387
```

Molecular weight   199.27 g/mol
Max |F|   4.6 eV Å⁻¹
Total charge   +1
HOMO   -13.9255 eV
LUMO level   -4.67 eV
SMILES   CC(=O)/C(=[N+](/C)C(=O)CN)C(C)(C)C